{"formula": "C34H55GaNO36S11", "method": "wB97M-V/def2-TZVPD", "charge": -1, "e_homo_ev": -4.75, "gap_ha": 0.1982, "elements": ["S", "C", "S", "C", "C", "C", "Ga", "N", "C", "C", "C", "C", "C", "C", "C", "C", "C", "C", "C", "C", "H", "H", "H", "H", "H", "H", "H", "H", "H", "H", "H", "H", "H", "H", "H", "H", "H", "H", "H", "C", "C", "O", "S", "O", "O", "O", "H", "H", "H", "H", "C", "C", "O", "S", "O", "O", "O", "H", "H", "H", "H", "C", "C", "O", "S", "O", "O", "O", "H", "H", "H", "H", "C", "C", "O", "S", "O", "O", "O", "H", "H", "H", "H", "C", "C", "O", "S", "O", "O", "O", "H", "H", "H", "H", "C", "C", "O", "S", "O", "O", "O", "H", "H", "H", "H", "C", "C", "O", "S", "O", "O", "O", "H", "H", "H", "H", "C", "C", "O", "S", "O", "O", "O", "H", "H", "H", "H", "C", "C", "O", "S", "O", "O", "O", "H", "H", "H", "H"], "coordinates": [[-4.6579, 2.0012, 1.6887], [-3.4693, 1.9575, 0.5925], [-2.2726, 3.2478, 0.5343], [-1.7557, 3.4728, 2.2899], [-0.3417, 4.0406, 2.2862], [0.4924, 3.7384, 3.5464], [-0.5411, 3.3752, 5.3019], [-3.2768, 0.9302, -0.4017], [-4.4681, 0.5781, -1.1080], [-4.8154, -0.7221, -1.4364], [-5.9902, -1.0053, -2.1302], [-6.8365, 0.0229, -2.5112], [-6.4846, 1.3358, -2.2270], [-5.3146, 1.6056, -1.5375], [-2.5787, -0.1812, 0.2346], [-3.1633, -1.0707, 1.1235], [-2.4228, -2.0954, 1.6937], [-1.0703, -2.2188, 1.4034], [-0.4821, -1.3335, 0.5134], [-1.2301, -0.3197, -0.0668], [-1.8273, 2.4964, 2.7598], [-2.4693, 4.1230, 2.7773], [0.1489, 3.6361, 1.3936], [-0.3608, 5.1222, 2.1608], [1.1349, 2.8699, 3.3890], [1.1207, 4.6064, 3.7485], [-0.5898, 1.7674, 5.5193], [0.1938, 4.0315, 6.5738], [-2.0700, 3.8691, 5.1995], [-4.1853, -1.5498, -1.1498], [-6.2354, -2.0340, -2.3387], [-7.7633, -0.1841, -3.0266], [-7.1184, 2.1583, -2.5172], [-5.0589, 2.6342, -1.3326], [-4.2103, -0.9814, 1.3739], [-2.9310, -2.7757, 2.3567], [-0.4973, -3.0049, 1.8731], [0.5734, -1.4443, 0.3124], [-0.7447, 0.3612, -0.7495], [-2.2144, -6.5487, 4.2157], [-3.4779, -6.7946, 3.4168], [-4.5006, -6.1113, 4.1586], [-3.8794, -4.8087, 4.8608], [-4.1370, -3.6688, 4.0607], [-4.2195, -4.8488, 6.2352], [-2.3361, -5.1997, 4.6776], [-2.1567, -7.2045, 5.0877], [-1.3131, -6.6593, 3.6182], [-3.7191, -7.8509, 3.3317], [-3.4186, -6.3536, 2.4218], [-3.8562, 6.1821, -0.7118], [-2.5668, 6.9679, -0.6717], [-2.9573, 8.3087, -1.0322], [-4.4335, 8.5977, -0.4972], [-4.3635, 9.3057, 0.7307], [-5.2141, 9.0842, -1.5800], [-4.8438, 7.0877, -0.1806], [-4.1460, 5.9252, -1.7340], [-3.7922, 5.2773, -0.1150], [-1.8247, 6.5900, -1.3627], [-2.1467, 6.9902, 0.3331], [4.7043, -3.6352, 0.9844], [3.5091, -2.8598, 0.4680], [2.3729, -3.5809, 0.9740], [2.7274, -4.2135, 2.4001], [2.2447, -3.3609, 3.4213], [2.4045, -5.5962, 2.3636], [4.3160, -4.0398, 2.3081], [4.8901, -4.5348, 0.3945], [5.6081, -3.0384, 1.0287], [3.4723, -2.8158, -0.6127], [3.4833, -1.8474, 0.8782], [8.1858, -4.4269, -3.7086], [7.3099, -5.6012, -3.3274], [6.8489, -5.2801, -2.0030], [6.6806, -3.6992, -1.8610], [5.3188, -3.3600, -2.0780], [7.3801, -3.2753, -0.7042], [7.5060, -3.2825, -3.1612], [9.1722, -4.4971, -3.2483], [8.2958, -4.3164, -4.7821], [7.8443, -6.5390, -3.3143], [6.4385, -5.6808, -3.9828], [8.5088, -8.9117, -7.8581], [7.8092, -7.5750, -7.9884], [7.4605, -7.2301, -6.6384], [8.5727, -7.7914, -5.6347], [9.4822, -6.7443, -5.3299], [7.9222, -8.5328, -4.6182], [9.2823, -8.7934, -6.6540], [7.7964, -9.7286, -7.7313], [9.1623, -9.1258, -8.6988], [6.9155, -7.6236, -8.6032], [8.4801, -6.8069, -8.3780], [-7.7081, 6.0016, 4.7269], [-7.7696, 5.6956, 3.2451], [-6.8284, 4.6383, 3.0649], [-6.7895, 3.7045, 4.3738], [-7.6266, 2.5787, 4.1594], [-5.4494, 3.5789, 4.7954], [-7.5657, 4.7233, 5.3521], [-6.8344, 6.6081, 4.9743], [-8.6077, 6.4931, 5.0890], [-7.4955, 6.5465, 2.6269], [-8.7590, 5.3335, 2.9531], [-2.0488, -5.6154, -3.0470], [-0.8619, -5.8833, -2.1441], [-1.1284, -5.1066, -0.9740], [-2.7056, -5.0401, -0.7113], [-3.0513, -6.0320, 0.2461], [-3.0745, -3.6869, -0.5545], [-3.1702, -5.5629, -2.1578], [-1.9606, -4.6501, -3.5497], [-2.1978, -6.3988, -3.7855], [0.0824, -5.5773, -2.5854], [-0.8072, -6.9360, -1.8564], [4.0484, 3.3550, 1.5911], [4.0216, 4.2387, 2.8153], [5.3753, 4.7293, 2.9248], [6.0031, 4.8988, 1.4696], [5.8922, 6.2520, 1.0556], [7.2502, 4.2212, 1.4348], [4.9140, 4.0429, 0.6684], [4.4858, 2.3788, 1.8094], [3.0619, 3.2236, 1.1555], [3.7379, 3.6972, 3.7119], [3.3532, 5.0885, 2.6754], [1.4305, 6.9523, -3.5768], [2.5457, 6.6753, -2.5887], [2.3618, 7.6589, -1.5643], [0.8008, 7.9709, -1.3892], [0.3024, 7.1962, -0.3123], [0.6122, 9.3709, -1.4654], [0.3048, 7.2968, -2.7605], [1.6656, 7.8045, -4.2179], [1.1915, 6.0888, -4.1916], [3.5336, 6.7773, -3.0285], [2.4461, 5.6851, -2.1387]], "atomic_forces_ev_per_a": [[-0.08, -0.31, -0.01], [-0.07, 0.77, 0.37], [0.69, -0.77, -0.28], [-0.45, 0.25, -0.19], [0.47, -0.19, 0.00], [-0.40, 0.15, 0.17], [-0.22, -0.39, 0.23], [-0.86, -0.47, 0.50], [-0.24, 0.43, -0.11], [0.08, -0.48, -0.11], [0.15, 0.54, 0.14], [-0.13, -0.10, -0.12], [0.39, -0.16, 0.27], [-0.06, 0.02, -0.20], [0.98, 0.13, -0.41], [-0.28, 0.08, 0.12], [0.13, 0.41, -0.10], [-0.37, 0.02, 0.06], [0.00, -0.22, 0.32], [0.24, -0.17, -0.03], [0.10, -0.16, 0.01], [-0.06, 0.04, 0.18], [0.16, 0.08, -0.09], [-0.27, 0.13, -0.18], [0.08, -0.09, -0.05], [0.21, 0.02, -0.02], [0.07, 0.03, -0.08], [0.14, 0.13, -0.08], [0.08, 0.19, -0.06], [0.08, 0.00, 0.07], [-0.06, -0.14, -0.06], [-0.06, -0.07, -0.05], [-0.12, 0.07, -0.09], [0.06, 0.09, 0.10], [-0.09, 0.09, -0.01], [0.10, -0.08, 0.13], [0.15, -0.03, 0.00], [0.10, 0.13, -0.17], [-0.15, 0.20, -0.08], [-0.01, -0.37, 0.23], [0.17, 0.21, -0.41], [0.14, -0.03, 0.31], [0.22, -0.30, -0.15], [-0.12, 0.10, 0.11], [-0.15, 0.07, 0.05], [-0.19, 0.07, -0.22], [0.00, -0.02, -0.03], [0.03, 0.24, 0.01], [-0.20, 0.03, 0.16], [0.04, -0.04, 0.05], [-0.02, -0.13, -0.41], [-0.17, -0.20, 0.49], [-0.26, -0.09, -0.20], [0.31, -0.36, -0.01], [-0.20, 0.13, 0.01], [-0.02, 0.18, 0.00], [0.17, 0.15, 0.12], [0.03, 0.03, 0.00], [-0.24, 0.12, 0.20], [-0.04, 0.16, -0.16], [0.04, -0.04, -0.01], [-0.12, -0.19, -0.18], [0.10, 0.39, 0.21], [0.16, -0.32, -0.06], [0.25, 0.26, -0.26], [-0.06, -0.16, 0.20], [-0.18, -0.03, 0.06], [-0.17, 0.16, 0.01], [-0.04, 0.02, -0.03], [0.02, 0.01, 0.21], [-0.16, -0.16, -0.06], [0.04, -0.02, 0.01], [0.35, -0.17, 0.14], [-0.30, 0.17, -0.28], [0.24, 0.20, 0.08], [0.43, -0.31, -0.55], [-0.11, 0.23, 0.15], [-0.19, 0.06, 0.19], [-0.25, -0.14, -0.02], [0.00, -0.02, -0.01], [-0.12, 0.18, 0.00], [0.01, -0.08, 0.34], [0.04, -0.01, -0.01], [-0.33, -0.23, -0.08], [0.30, 0.20, -0.23], [-0.06, -0.28, 0.09], [0.01, -0.26, -0.68], [0.05, -0.02, 0.25], [0.00, 0.13, 0.20], [0.03, 0.30, -0.02], [-0.01, 0.02, -0.01], [0.18, 0.03, 0.14], [-0.13, 0.03, 0.19], [0.00, -0.03, -0.02], [0.29, 0.28, 0.02], [-0.39, -0.05, -0.05], [0.19, 0.05, 0.22], [-0.07, 0.32, -0.17], [-0.02, -0.07, 0.12], [0.09, -0.16, 0.01], [-0.20, -0.14, -0.21], [-0.01, 0.01, -0.04], [-0.05, -0.17, 0.11], [0.19, -0.10, -0.05], [-0.01, 0.05, 0.02], [0.16, 0.30, -0.21], [-0.02, -0.41, 0.00], [-0.15, 0.20, -0.14], [0.33, -0.02, -0.28], [-0.17, 0.03, -0.02], [-0.22, -0.13, -0.04], [0.13, -0.23, 0.20], [0.03, -0.01, 0.01], [-0.18, -0.06, 0.10], [0.01, 0.17, 0.15], [0.01, 0.00, -0.05], [0.01, -0.40, 0.20], [-0.44, 0.24, -0.07], [0.18, -0.27, -0.26], [-0.37, -0.17, 0.26], [0.16, 0.05, -0.17], [0.14, 0.12, 0.00], [-0.04, 0.23, 0.06], [0.00, 0.01, 0.01], [0.04, 0.14, -0.14], [0.19, 0.08, 0.11], [-0.02, -0.03, 0.05], [0.21, 0.22, -0.22], [-0.07, -0.43, 0.08], [-0.15, 0.24, -0.30], [0.44, -0.11, -0.11], [-0.08, 0.13, 0.07], [-0.03, 0.08, 0.16], [0.08, -0.18, 0.19], [0.02, -0.01, 0.01], [-0.18, -0.02, 0.10], [0.04, 0.18, 0.13], [0.01, -0.01, -0.04]]}